(1)
Here is a cluster of 4 separate species, C34H55I3N2O9 in total from the OMol25 dataset. Energies are from the ωB97M-V functional and the def2-TZVPD basis.

CARTESIAN COORDINATES (ANGSTROEM)
C (-2.292, -0.258, 6.564)
C (-2.756, 0.118, 5.017)
C (-2.860, -1.212, 4.054)
C (-3.197, -0.880, 2.473)
C (-1.810, -0.317, 1.804)
C (-2.065, 0.650, 0.463)
C (-0.790, 0.292, -0.553)
C (0.687, 0.896, -0.054)
O (0.762, 1.664, 1.198)
C (2.035, 0.599, -0.938)
C (3.565, 1.070, -0.590)
I (4.541, -0.615, 0.423)
C (3.696, 2.509, 0.182)
C (2.887, 3.752, -0.514)
I (5.854, 2.988, 0.487)
C (1.837, -0.313, -2.312)
C (0.371, -0.921, -2.798)
C (-0.982, -0.627, -1.922)
C (-2.438, -1.267, -2.396)
I (-3.359, -0.123, -4.035)
C (-2.287, -2.896, -2.733)
C (-3.399, -3.805, -1.942)
C (0.651, -1.792, -4.158)
O (-0.157, -2.324, -5.078)
N (2.157, -1.930, -4.122)
C (2.835, -2.686, -5.241)
N (2.507, -2.188, -6.638)
C (2.701, -3.418, -7.547)
C (2.932, -0.840, -3.418)
O (4.198, -0.498, -3.667)
H (-2.751, 0.573, 7.282)
H (-2.676, -1.312, 6.906)
H (-1.105, -0.187, 6.620)
H (-3.808, 0.623, 5.103)
H (-1.985, 0.906, 4.610)
H (-3.735, -1.917, 4.431)
H (-1.845, -1.826, 4.174)
H (-3.415, -1.929, 1.957)
H (-4.054, -0.097, 2.326)
H (-1.239, -1.271, 1.369)
H (-1.066, 0.188, 2.553)
H (-3.110, 0.431, -0.013)
H (-1.968, 1.793, 0.699)
H (0.246, 2.520, 1.119)
H (4.123, 1.190, -1.639)
H (3.267, 2.390, 1.287)
H (2.636, 4.519, 0.366)
H (1.854, 3.469, -0.990)
H (3.592, 4.373, -1.251)
H (-3.136, -1.230, -1.429)
H (-2.446, -3.062, -3.893)
H (-1.169, -3.257, -2.521)
H (-4.519, -3.526, -2.170)
H (-3.248, -4.922, -2.313)
H (-3.154, -3.819, -0.783)
H (2.412, -3.800, -5.188)
H (3.997, -2.792, -5.031)
H (3.252, -1.479, -6.851)
H (2.554, -3.101, -8.688)
H (1.924, -4.284, -7.287)
H (3.771, -3.907, -7.398)
O (4.997, 6.638, -0.608)
C (6.030, 7.222, -0.922)
O (7.184, 6.535, -1.084)
C (8.397, 7.089, -1.622)
C (9.201, 7.784, -0.540)
C (6.055, 8.719, -1.041)
H (8.189, 7.739, -2.477)
H (8.977, 6.245, -2.012)
H (8.653, 8.627, -0.110)
H (10.148, 8.157, -0.942)
H (9.413, 7.093, 0.282)
H (6.176, 9.155, -0.045)
H (5.104, 9.048, -1.468)
H (6.833, 9.096, -1.703)
O (-0.126, -4.329, 6.243)
C (0.007, -4.926, 5.178)
O (-0.842, -4.693, 4.151)
C (-0.668, -5.199, 2.816)
C (-1.225, -6.603, 2.692)
C (1.053, -5.992, 5.027)
H (0.378, -5.130, 2.502)
H (-1.232, -4.530, 2.156)
H (-0.701, -7.304, 3.347)
H (-1.140, -6.963, 1.662)
H (-2.280, -6.624, 2.987)
H (0.673, -6.929, 5.442)
H (1.944, -5.684, 5.582)
H (1.375, -6.150, 3.999)
O (-5.359, 1.642, 2.258)
C (-6.288, 1.235, 1.566)
O (-6.078, 0.283, 0.629)
C (-7.120, -0.388, -0.103)
C (-7.540, 0.424, -1.314)
C (-7.652, 1.850, 1.682)
H (-7.961, -0.639, 0.549)
H (-6.697, -1.341, -0.441)
H (-7.954, 1.393, -1.024)
H (-8.292, -0.114, -1.897)
H (-6.676, 0.629, -1.955)
H (-7.683, 2.767, 1.087)
H (-7.835, 2.093, 2.732)
H (-8.462, 1.189, 1.378)

Summary:
HOMO-LUMO gap, eV: 7.15
E_tot, Eh: -3007.72151
Lowest unoccupied orbital energy, eV: -1.203
Net charge: 0

Atomic partial charges in e from the Löwdin method, atoms 1 to 5:
1 C -0.1525
2 C -0.2605
3 C -0.2240
4 C -0.1979
5 C -0.1895

(2)
Here is a structure of composition C34H55N4OP2SZr from the OMol25 dataset. Energies are from the ωB97M-V functional and the def2-TZVPD basis.

CARTESIAN COORDINATES (ANGSTROEM)
C (2.460, -1.419, 0.266)
C (2.259, 0.332, -1.309)
C (3.797, -1.607, -0.089)
C (3.551, 0.008, -1.814)
C (4.327, -0.900, -1.157)
H (4.383, -2.340, 0.488)
H (3.893, 0.532, -2.706)
H (5.344, -1.047, -1.457)
N (1.687, -0.432, -0.267)
P (-0.026, -2.434, 1.254)
P (0.351, 2.385, -0.996)
C (1.822, -2.361, 1.315)
H (2.222, -3.391, 1.183)
H (2.144, -2.059, 2.340)
C (-2.463, -0.610, 0.918)
O (-3.611, -0.906, 1.131)
C (1.629, 1.537, -1.839)
H (1.741, 1.651, -2.998)
C (-0.918, 3.215, -2.153)
C (1.707, 3.583, -0.381)
C (-0.327, -3.823, 0.073)
C (-0.412, -2.862, 3.043)
C (-2.301, 2.558, -1.981)
H (-2.660, 2.626, -0.947)
H (-3.015, 3.092, -2.628)
H (-2.321, 1.513, -2.287)
C (-1.085, 4.703, -1.793)
H (-1.396, 4.829, -0.747)
H (-0.178, 5.290, -1.982)
H (-1.881, 5.127, -2.427)
C (-0.479, 3.071, -3.609)
H (-1.222, 3.593, -4.244)
H (0.490, 3.552, -3.811)
H (-0.436, 2.016, -3.910)
C (1.082, 4.556, 0.599)
H (0.454, 4.036, 1.334)
H (1.902, 5.049, 1.127)
H (0.476, 5.322, 0.115)
C (2.772, 2.760, 0.345)
H (2.354, 2.136, 1.148)
H (3.351, 2.121, -0.322)
H (3.474, 3.469, 0.801)
C (2.312, 4.246, -1.629)
H (2.349, 3.614, -2.530)
H (1.797, 5.181, -1.894)
H (3.354, 4.495, -1.396)
C (-1.921, -3.146, 3.169)
H (-2.191, -3.190, 4.230)
H (-2.532, -2.362, 2.691)
H (-2.199, -4.114, 2.713)
C (-0.065, -1.629, 3.901)
H (1.006, -1.371, 3.845)
H (-0.646, -0.739, 3.616)
H (-0.297, -1.850, 4.952)
C (0.375, -4.072, 3.574)
H (0.236, -4.117, 4.664)
H (0.015, -5.026, 3.166)
H (1.456, -3.992, 3.383)
C (0.361, -3.506, -1.288)
H (0.141, -4.327, -2.023)
H (-0.013, -2.569, -1.735)
H (1.465, -3.430, -1.193)
C (-1.846, -3.953, -0.200)
H (-2.285, -3.002, -0.540)
H (-2.014, -4.711, -0.988)
H (-2.384, -4.276, 0.700)
C (0.219, -5.188, 0.549)
H (1.274, -5.133, 0.856)
H (-0.382, -5.597, 1.370)
H (0.161, -5.914, -0.287)
Zr (-0.484, 0.051, 0.372)
N (-1.104, -0.447, -1.633)
C (-0.623, -0.289, -2.741)
C (-0.194, -0.582, -4.076)
C (-1.297, -1.266, -4.566)
C (0.982, -0.392, -4.830)
C (-1.299, -1.728, -5.855)
H (-2.146, -1.394, -3.852)
C (0.965, -0.873, -6.127)
H (1.882, 0.083, -4.389)
C (-0.160, -1.517, -6.627)
H (-2.194, -2.229, -6.191)
H (1.834, -0.750, -6.760)
H (-0.179, -1.889, -7.672)
C (-3.102, 0.513, 4.997)
N (-2.742, 0.987, 3.649)
C (-1.681, 1.728, 3.355)
S (-1.327, 2.097, 1.659)
N (-0.900, 2.278, 4.318)
C (-1.410, 2.966, 5.493)
H (-3.754, 1.249, 5.508)
H (-2.186, 0.336, 5.605)
H (-3.656, -0.442, 4.909)
H (-3.287, 0.602, 2.857)
H (-0.070, 2.687, 3.901)
H (-1.059, 2.445, 6.393)
H (-1.005, 3.968, 5.503)
H (-2.492, 3.017, 5.500)

Summary:
HOMO-LUMO gap (alpha / beta), eV: 3.66 / 3.66
E_tot, Eh: -2749.80232
Lowest unoccupied orbital energy (alpha / beta), eV: -10.714 / -10.714
Net charge: +3

Atomic partial charges in e from the Löwdin method, atoms 1 to 5:
1 C -0.3169
2 C -0.3335
3 C 0.0028
4 C -0.0201
5 C -0.0197

(3)
Here is a structure of composition C34H56BeN3OP2 from the OMol25 dataset. Energies are from the ωB97M-V functional and the def2-TZVPD basis.

CARTESIAN COORDINATES (ANGSTROEM)
C (-2.501, 1.498, -1.345)
C (-1.930, -0.825, -1.340)
C (-3.692, 1.238, -2.043)
C (-3.169, -1.110, -1.951)
C (-4.027, -0.085, -2.305)
H (-4.282, 2.075, -2.347)
H (-3.361, -2.157, -2.239)
H (-4.946, -0.325, -2.847)
N (-1.770, 0.481, -0.842)
P (-0.886, 3.046, 0.273)
P (0.156, -2.888, -0.300)
C (-1.998, 2.978, -1.199)
H (-1.447, 3.302, -2.080)
H (-2.858, 3.642, -1.117)
C (-0.814, -1.867, -1.532)
H (-1.323, -2.695, -2.030)
C (0.651, -4.492, -1.286)
C (-0.501, -3.526, 1.545)
C (0.642, 4.145, -0.178)
C (-2.145, 3.874, 1.480)
C (2.189, -4.469, -1.220)
H (2.556, -4.720, -0.219)
H (2.619, -5.208, -1.906)
H (2.595, -3.484, -1.477)
C (0.117, -5.844, -0.784)
H (0.403, -6.120, 0.234)
H (-0.980, -5.903, -0.858)
H (0.522, -6.635, -1.435)
C (0.131, -4.372, -2.752)
H (0.854, -4.839, -3.417)
H (-0.825, -4.884, -2.903)
H (0.011, -3.322, -3.059)
C (0.642, -4.328, 2.205)
H (1.537, -3.691, 2.293)
H (0.322, -4.604, 3.220)
H (0.917, -5.257, 1.692)
C (-0.779, -2.300, 2.414)
H (0.094, -1.647, 2.477)
H (-1.644, -1.712, 2.073)
H (-1.005, -2.636, 3.437)
C (-1.813, -4.340, 1.418)
H (-1.642, -5.352, 1.023)
H (-2.238, -4.439, 2.423)
H (-2.537, -3.800, 0.797)
C (-1.452, 4.107, 2.831)
H (-2.229, 4.477, 3.513)
H (-1.045, 3.179, 3.243)
H (-0.660, 4.873, 2.772)
C (-3.311, 2.895, 1.624)
H (-3.846, 2.749, 0.682)
H (-2.976, 1.928, 2.007)
H (-4.016, 3.325, 2.343)
C (-2.679, 5.225, 0.975)
H (-3.379, 5.593, 1.739)
H (-1.889, 5.977, 0.869)
H (-3.229, 5.151, 0.033)
C (0.976, 3.966, -1.667)
H (0.198, 4.395, -2.317)
H (1.908, 4.522, -1.847)
H (1.142, 2.916, -1.943)
C (1.807, 3.648, 0.702)
H (2.060, 2.598, 0.495)
H (2.681, 4.270, 0.459)
H (1.589, 3.763, 1.776)
C (0.417, 5.638, 0.084)
H (-0.292, 6.077, -0.633)
H (0.110, 5.858, 1.114)
H (1.389, 6.129, -0.077)
Be (-0.317, 0.851, 0.057)
C (-0.164, 0.880, 1.902)
O (-1.150, 0.817, 2.626)
N (0.713, -0.157, -0.660)
C (0.644, -1.148, -1.458)
C (1.744, -1.017, -2.654)
C (1.774, -1.959, -3.868)
C (1.494, 0.362, -3.285)
C (3.181, -0.933, -2.094)
H (2.095, -2.979, -3.662)
H (0.813, -1.984, -4.393)
H (2.540, -1.508, -4.529)
H (1.675, 1.180, -2.572)
H (2.175, 0.429, -4.157)
H (0.463, 0.471, -3.631)
H (3.814, -0.557, -2.930)
H (3.213, -0.214, -1.260)
H (3.581, -1.895, -1.724)
C (3.400, 0.091, 4.052)
C (2.406, 0.943, 4.544)
C (1.300, 1.266, 3.792)
N (1.120, 0.653, 2.562)
C (2.071, -0.210, 2.060)
C (3.220, -0.462, 2.786)
H (4.284, -0.117, 4.648)
H (2.457, 1.387, 5.537)
H (0.485, 1.923, 4.101)
H (1.865, -0.664, 1.092)
H (3.986, -1.106, 2.351)

Summary:
HOMO-LUMO gap, eV: 5.62
E_tot, Eh: -2265.79715
Lowest unoccupied orbital energy, eV: -3.507
Net charge: +1

Atomic partial charges in e from the Löwdin method, atoms 1 to 5:
1 C -0.2542
2 C -0.1435
3 C -0.0144
4 C -0.0208
5 C -0.0377

Number 1: maximum force 8.5 eV Å⁻¹. Number 2: maximum force 9.3 eV Å⁻¹. Number 3: maximum force 3.8 eV Å⁻¹.